Entry 1:
C6H13NO | ωB97M-V with the def2-TZVPD basis set

* ΔE to the lowest compared entry with this formula, charge and spin: 204.4 kJ/mol
* SMILES string: C=C/C(=C\N)CC.O
* HOMO level: -7.94 eV
* HOMO-LUMO gap: 8.72 eV
* E_tot: -366.35604 a.u.
* LUMO: 0.779 eV

Geometry (Å):
C1 0.733 -1.632 0.109
C2 0.878 -0.205 -0.405
N1 -0.104 2.043 2.512
C3 0.565 1.187 1.612
C4 0.094 0.785 0.432
C5 -1.108 1.406 -0.192
C6 -2.381 1.238 0.110
H1 1.300 -2.353 -0.454
H2 -0.330 -1.857 0.209
H3 1.264 -1.709 1.076
H4 0.531 -0.183 -1.437
H5 1.927 0.098 -0.455
H6 0.475 2.839 2.761
H7 -0.986 2.348 2.131
H8 1.461 0.775 2.047
H9 -0.825 1.855 -1.154
H10 -3.130 1.716 -0.509
H11 -2.782 0.743 0.988
H12 1.544 -2.840 -2.876
H13 0.291 -3.473 -3.561
O1 0.583 -2.780 -2.947



Entry 2:
C38H63AlClCs2F4IKLiN2O12P | ωB97M-V with the def2-TZVPD basis set

* HOMO level: -7.03 eV
* charge: +1
* HOMO-LUMO gap: 2.36 eV
* E_tot: -4885.64511 a.u.
* LUMO: -4.667 eV

Geometry (Å):
C1 -5.925 -2.228 1.645
C2 -5.664 -2.216 0.241
C3 -5.183 -2.589 -1.281
C4 -3.685 -2.004 -1.684
C5 -2.542 -2.256 -0.538
C6 -1.068 -1.567 -0.889
C7 -0.699 -2.213 -2.339
C8 -0.935 -3.841 -2.473
C9 -1.384 -5.159 -2.154
O1 -1.393 -0.152 -1.270
P1 -0.571 1.112 -0.339
I1 1.220 0.864 -2.078
C10 -1.850 1.254 1.074
C11 -3.410 1.016 0.682
C12 -4.379 2.306 1.126
C13 -4.808 3.210 -0.214
C14 -5.318 4.052 -1.226
C15 -1.551 2.501 -1.176
C16 -0.762 3.523 -2.164
C17 -0.977 3.200 -3.793
C18 0.400 3.612 -4.639
O2 0.997 2.475 -5.360
C19 2.457 2.408 -5.178
O3 3.251 1.535 -5.842
C20 0.791 2.245 0.477
O4 0.297 3.570 0.857
C21 1.204 4.217 1.828
O5 0.168 -0.092 0.737
C22 -0.033 -1.531 0.357
C23 -0.514 -2.128 1.844
C24 -0.635 -3.760 1.894
C25 -0.408 -5.163 2.024
C26 1.500 -2.055 0.279
C27 1.774 -3.485 -0.455
C28 3.263 -4.035 0.035
N1 3.036 -5.046 1.146
H1 -6.437 -2.360 2.715
H2 -5.141 -3.755 -1.506
H3 -5.986 -2.160 -2.050
H4 -3.847 -0.838 -1.880
H5 -3.441 -2.466 -2.740
H6 -2.934 -1.703 0.444
H7 -2.443 -3.395 -0.194
H8 -1.354 -1.726 -3.211
H9 0.429 -2.033 -2.684
H10 -1.859 -6.200 -1.812
H11 -1.577 0.443 1.907
H12 -1.810 2.289 1.668
H13 -3.650 0.828 -0.444
H14 -3.830 0.103 1.326
H15 -3.841 3.057 1.844
H16 -5.360 1.951 1.692
H17 -5.462 4.611 -2.265
H18 -2.430 2.007 -1.814
H19 -2.005 3.184 -0.306
H20 -1.315 4.578 -2.039
H21 0.354 3.758 -1.889
H22 -1.911 3.772 -4.238
H23 -1.104 2.021 -3.917
H24 0.059 4.390 -5.477
H25 1.176 4.203 -3.962
H26 3.021 3.091 -4.378
H27 1.676 2.385 -0.276
H28 1.236 1.673 1.416
H29 2.272 4.305 1.313
H30 0.770 5.292 2.081
H31 1.340 3.596 2.825
H32 -1.591 -1.717 2.156
H33 0.202 -1.751 2.722
H34 -0.420 -6.304 2.373
H35 2.279 -1.283 -0.190
H36 1.878 -2.188 1.405
H37 0.922 -4.281 -0.360
H38 1.893 -3.275 -1.622
H39 3.793 -4.558 -0.896
H40 3.971 -3.141 0.334
H41 3.468 -4.606 2.002
H42 3.646 -5.873 0.875
Cs1 5.063 -5.916 2.030
F1 3.540 2.222 2.389
Al1 3.863 1.136 3.788
F2 5.626 0.778 3.876
F3 2.949 -0.402 3.579
F4 3.338 1.944 5.309
C29 2.036 3.984 9.978
C30 3.136 3.740 8.965
C31 4.324 4.637 9.145
O6 4.837 4.743 7.829
C32 3.786 4.537 6.982
O7 3.816 4.748 5.782
O8 2.695 4.067 7.658
H43 1.562 4.960 9.820
H44 1.247 3.234 9.864
H45 2.416 3.934 11.002
H46 3.430 2.683 8.972
H47 5.071 4.203 9.815
H48 4.066 5.641 9.502
C33 -1.441 4.703 8.045
O9 -1.215 4.373 9.403
H49 -0.477 4.816 7.542
H50 -2.009 3.903 7.565
H51 -1.993 5.644 7.985
H52 -2.086 4.280 9.824
C34 -0.451 -4.234 -7.669
C35 -0.761 -3.368 -6.489
O10 -1.839 -3.265 -5.939
N2 0.246 -2.635 -5.822
C36 0.574 -1.358 -6.490
H53 -1.287 -4.198 -8.373
H54 0.447 -3.876 -8.180
H55 -0.289 -5.261 -7.334
H56 1.085 -3.213 -5.746
H57 -0.174 -2.444 -4.905
H58 0.967 -1.571 -7.488
H59 1.335 -0.859 -5.885
H60 -0.330 -0.745 -6.542
Cl1 -2.137 0.348 3.511
Li1 -0.937 2.466 10.454
K1 -5.137 0.992 -1.754
C37 3.617 -4.515 -9.238
C38 2.780 -5.569 -9.940
O11 2.781 -5.507 -11.201
O12 2.189 -6.376 -9.169
H61 4.103 -3.848 -9.957
H62 2.981 -3.912 -8.582
H63 4.393 -4.997 -8.635
Cs2 -3.037 -2.144 2.618



Entry 3:
C10H33F3N12O9 | ωB97M-V with the def2-TZVPD basis set

* ΔE to the lowest compared entry with this formula, charge and spin: 0.0 kJ/mol
* HOMO level: -8.47 eV
* HOMO-LUMO gap: 8.64 eV
* E_tot: -2034.92820 a.u.
* LUMO: 0.177 eV

Geometry (Å):
O1 1.262 0.806 -0.293
H1 1.117 1.094 -1.258
H2 0.934 1.507 0.336
H3 0.754 -0.054 -0.174
C1 -1.248 -2.394 -0.348
O2 -0.596 -3.596 -0.792
O3 -0.338 -1.489 -0.022
C2 -2.269 -2.091 -1.468
F1 -3.292 -2.960 -1.403
F2 -2.834 -0.848 -1.409
F3 -1.736 -2.168 -2.707
C3 -1.176 -4.893 -0.588
C4 -0.025 -5.839 -0.829
H4 -0.285 -6.892 -0.672
H5 0.385 -5.715 -1.827
H6 0.715 -5.709 -0.035
H7 -1.977 -5.041 -1.315
H8 -1.560 -4.921 0.436
H9 -1.810 -2.644 0.577
C5 0.091 3.031 2.426
O4 -0.026 2.414 1.359
N1 -0.878 2.961 3.358
N2 1.165 3.830 2.725
H10 -0.713 3.301 4.288
H11 -1.627 2.276 3.217
H12 1.861 4.054 2.036
H13 0.911 4.581 3.346
C6 2.902 4.151 -0.242
O5 1.765 3.850 -0.570
N3 4.023 3.447 -0.531
N4 3.106 5.333 0.436
H14 4.918 3.615 -0.108
H15 4.006 2.613 -1.091
H16 4.004 5.585 0.804
H17 2.251 5.757 0.748
C7 -3.149 0.783 1.573
O6 -3.013 1.004 2.770
N5 -4.116 -0.057 1.057
N6 -2.310 1.226 0.603
H18 -4.675 -0.677 1.609
H19 -3.906 -0.292 0.100
H20 -2.475 0.963 -0.350
H21 -1.417 1.622 0.885
C8 0.554 -0.454 3.453
O7 0.788 0.132 4.499
N7 -0.635 -1.048 3.143
N8 1.452 -0.600 2.419
H22 -1.427 -0.943 3.749
H23 -0.780 -1.274 2.171
H24 1.165 -1.092 1.587
H25 2.413 -0.439 2.655
C9 -0.705 1.689 -2.817
O8 0.432 1.245 -2.621
N9 -1.613 1.005 -3.567
N10 -1.111 2.851 -2.272
H26 -2.591 1.158 -3.378
H27 -1.417 0.056 -3.840
H28 -0.444 3.528 -1.935
H29 -2.065 3.164 -2.267
C10 2.639 -2.372 -2.351
O9 3.765 -1.896 -2.459
N11 1.477 -1.705 -2.579
N12 2.444 -3.620 -1.802
H30 0.611 -2.213 -2.593
H31 1.498 -0.738 -2.839
H32 1.540 -3.854 -1.430
H33 3.292 -4.105 -1.583



Entry 4:
C20H28NO5P | ωB97M-V with the def2-TZVPD basis set

* ΔE to the lowest compared entry with this formula, charge and spin: 36.1 kJ/mol
* SMILES string: CCCO[P@](=O)(c1ccc(N(C)C)cc1)[C@@H](O)c1cc(OC)ccc1OC
* HOMO level: -7.75 eV
* HOMO-LUMO gap: 8.30 eV
* E_tot: -1551.23834 a.u.
* LUMO: 0.545 eV

Geometry (Å):
C1 0.102 -5.165 -0.823
C2 0.609 -4.018 0.042
C3 -0.519 -3.416 0.874
H1 -0.936 -4.174 1.545
H2 -1.321 -3.053 0.221
O1 -0.080 -2.377 1.728
P1 0.256 -0.838 1.361
O2 0.341 -0.102 2.621
C4 -1.057 -0.283 0.236
C5 -1.266 -0.758 -1.052
C6 -2.295 -0.260 -1.824
C7 -3.153 0.743 -1.342
C8 -2.925 1.212 -0.037
C9 -1.897 0.707 0.726
H3 -1.722 1.073 1.727
H4 -3.554 1.977 0.387
N1 -4.149 1.265 -2.125
C10 -4.470 0.651 -3.391
H5 -5.308 1.175 -3.845
H6 -4.747 -0.403 -3.275
H7 -3.623 0.717 -4.077
C11 -5.088 2.206 -1.564
H8 -4.568 3.100 -1.210
H9 -5.794 2.514 -2.331
H10 -5.652 1.776 -0.729
H11 -2.426 -0.658 -2.817
H12 -0.619 -1.516 -1.469
H13 1.388 -4.378 0.717
H14 1.045 -3.243 -0.590
H15 -0.316 -5.957 -0.206
H16 -0.673 -4.818 -1.503
H17 0.915 -5.580 -1.412
C12 1.927 -0.840 0.484
C13 2.507 0.503 0.807
C14 3.461 0.639 1.801
C15 3.928 1.895 2.171
C16 3.439 3.017 1.509
C17 2.486 2.892 0.518
C18 2.002 1.640 0.169
O3 1.038 1.418 -0.791
C19 0.339 2.524 -1.305
H18 -0.446 2.107 -1.936
H19 0.991 3.164 -1.907
H20 -0.119 3.111 -0.504
H21 2.116 3.782 0.034
H22 3.809 3.989 1.796
O4 4.850 2.127 3.147
C20 5.276 1.039 3.932
H23 5.932 1.464 4.690
H24 4.431 0.542 4.418
H25 5.837 0.309 3.338
H26 3.813 -0.254 2.292
O5 1.892 -1.158 -0.879
H27 1.487 -0.402 -1.328
H28 2.507 -1.628 0.980